{"formula": "C9H8N2", "method": "wB97M-V/def2-TZVPD", "multiplicity": 1, "smiles": "Cc1cnc2ccccc2n1", "gap_ev": 9.07, "homo_energy_ev": -8.9, "lumo_energy_ha": 0.006, "e_above_lowest_kcal_mol": 88.7, "species": ["C", "C", "C", "N", "C", "C", "C", "C", "C", "C", "N", "H", "H", "H", "H", "H", "H", "H", "H"], "xyz": [[-3.241458, -0.574755, 0.124022], [-1.924279, -0.226998, -0.041647], [-1.609328, 1.255838, -0.216940], [-0.429285, 1.838621, -0.013683], [0.687271, 0.980748, 0.058034], [2.120893, 1.347150, 0.123605], [3.114410, 0.413618, 0.110994], [2.695657, -1.029772, -0.086929], [1.365795, -1.492087, -0.063343], [0.415904, -0.403119, -0.084581], [-0.856978, -0.909357, 0.096416], [-3.223583, -1.531547, 0.208812], [-3.759661, -0.540122, -0.810378], [-3.951058, 0.048451, 0.861094], [-2.419603, 2.135597, -0.255102], [2.206908, 2.493920, 0.203312], [4.277339, 0.615255, -0.221420], [3.522790, -1.975769, -0.182576], [1.008270, -2.445678, 0.190317]], "forces_ev_per_a": [[-5.09, 4.21, 0.59], [5.29, 7.04, -0.44], [-0.44, 2.51, 1.23], [0.20, -1.71, -0.55], [0.54, -1.68, -0.93], [-2.47, 2.55, 0.43], [1.49, -2.62, -2.99], [1.53, -2.36, 0.49], [2.49, 5.04, 0.15], [-0.68, -1.22, 1.72], [-0.38, -1.86, -0.53], [-0.60, -6.44, 1.92], [-0.43, 0.76, -1.01], [2.04, -1.57, -1.33], [1.24, -2.50, -0.18], [0.60, -1.96, -0.20], [-3.21, -0.16, 1.59], [-1.98, 3.21, 0.46], [-0.15, -1.26, -0.44]]}